1.
ORCA calculation (ωB97M-V with the def2-TZVPD basis set) on a 6-piece molecular cluster, C18H38FNO19S overall.

```
78
Properties=species:S:1:pos:R:3:forces:R:3
C 0.397 4.296 -1.355 0.1 -0.1 0.2
C -0.768 3.323 -1.407 -0.1 0.7 -0.6
O -1.809 3.928 -2.179 -0.3 0.0 -0.1
C -1.426 3.029 -0.068 -0.1 -0.7 -0.7
N -0.627 2.301 0.934 0.9 1.5 -0.4
O 0.076 1.233 0.381 0.0 -0.9 0.3
S 0.336 3.243 1.923 -0.9 0.6 1.0
O 0.473 2.624 3.168 0.8 -1.5 0.8
O -0.106 4.577 1.955 -0.6 1.0 -0.9
F 1.748 3.265 1.274 0.3 -0.5 -0.6
H 0.429 4.876 -2.265 0.0 0.0 -0.3
H 1.347 3.788 -1.241 0.3 -0.1 0.1
H 0.292 4.999 -0.541 -0.1 0.2 0.3
H -0.478 2.418 -1.927 0.2 -0.4 0.2
H -1.949 3.417 -2.984 0.0 0.0 0.2
H -2.263 2.377 -0.287 -0.2 -0.2 0.1
H -1.843 3.944 0.322 0.2 0.2 0.4
H 0.899 1.533 -0.038 -0.2 0.3 0.0
C -0.892 -1.404 8.458 0.0 -0.2 0.1
O -1.600 -0.332 7.835 0.0 0.0 0.0
C -0.833 0.477 7.103 -0.1 0.0 0.0
O 0.356 0.364 6.943 0.1 0.0 0.0
O -1.606 1.423 6.581 0.0 0.1 0.1
C -0.897 2.366 5.764 -0.1 0.2 0.0
H -1.626 -1.979 9.016 -0.1 0.1 0.0
H -0.429 -2.046 7.711 0.1 0.1 0.0
H -0.140 -1.022 9.145 0.1 0.0 -0.1
H -0.436 1.869 4.926 0.1 -0.1 0.1
H -0.150 2.895 6.354 0.1 -0.1 0.0
H -1.626 3.081 5.395 -0.1 -0.1 0.1
C -5.170 -0.373 -4.546 -0.2 0.1 -0.2
O -4.590 -1.335 -3.660 0.0 0.0 0.0
C -3.503 -0.912 -3.022 -0.1 -0.1 0.1
O -2.995 0.176 -3.133 0.0 0.1 0.0
O -3.067 -1.900 -2.243 0.0 0.0 -0.1
C -1.890 -1.571 -1.502 0.2 -0.1 0.3
H -6.038 -0.846 -4.994 0.0 -0.1 0.1
H -5.486 0.512 -3.999 0.1 0.0 0.0
H -4.466 -0.102 -5.332 0.1 0.1 0.1
H -2.079 -0.731 -0.836 0.1 0.1 -0.1
H -1.065 -1.341 -2.174 0.0 0.1 0.0
H -1.628 -2.440 -0.906 -0.2 -0.1 0.0
C -1.484 -0.961 -10.269 0.0 0.1 -0.2
O -2.234 -1.486 -9.171 0.0 0.0 0.0
C -1.589 -1.459 -8.006 -0.1 0.0 0.0
O -0.476 -1.044 -7.824 0.1 0.0 0.0
O -2.394 -1.973 -7.076 -0.1 0.0 0.0
C -1.826 -2.006 -5.765 0.0 0.0 0.3
H -2.119 -1.042 -11.146 -0.1 -0.1 0.1
H -1.237 0.085 -10.101 0.1 0.0 0.1
H -0.578 -1.542 -10.429 0.1 0.1 0.1
H -1.594 -0.998 -5.422 0.1 0.0 0.0
H -0.934 -2.629 -5.746 0.1 0.1 -0.1
H -2.571 -2.443 -5.106 -0.1 0.0 -0.2
C 2.899 0.913 4.639 -0.2 0.0 0.2
O 3.799 1.441 3.654 0.0 0.1 0.0
C 4.550 0.532 3.051 0.0 0.1 0.0
O 4.524 -0.657 3.248 0.1 0.1 0.0
O 5.342 1.155 2.176 0.0 0.0 -0.1
C 6.211 0.283 1.449 0.2 0.0 -0.1
H 2.343 1.750 5.046 0.1 0.1 -0.1
H 2.197 0.218 4.184 0.1 -0.1 0.0
H 3.451 0.431 5.442 0.0 -0.1 -0.1
H 5.637 -0.430 0.861 0.0 -0.1 0.1
H 6.884 -0.241 2.124 -0.1 -0.1 0.0
H 6.793 0.911 0.781 -0.1 0.1 0.1
C 1.004 -4.121 -0.872 -0.1 -0.1 -0.2
O 0.816 -3.384 0.337 -0.1 0.0 -0.1
C 1.790 -3.564 1.239 0.0 0.1 0.1
O 2.754 -4.267 1.093 0.0 -0.1 -0.1
O 1.503 -2.835 2.310 -0.1 0.0 0.0
C 2.471 -2.928 3.368 0.0 -0.1 0.2
H 0.157 -3.892 -1.513 0.0 0.1 0.1
H 1.922 -3.816 -1.371 0.1 -0.1 0.1
H 1.022 -5.190 -0.673 0.1 0.0 0.0
H 3.437 -2.574 3.035 0.1 -0.1 -0.1
H 2.542 -3.952 3.732 0.0 0.0 -0.1
H 2.120 -2.289 4.172 -0.1 0.1 -0.1
```
Positions in Å, forces in eV/Å.

Output
Spin multiplicity ... 1
SMILES ... C[C@H](O)CN(O)S(=O)(=O)F.COC(=O)OC.COC(=O)OC.COC(=O)OC.COC(=O)OC.COC(=O)OC
E_HOMO ... -10.58 eV
Gap between HOMO and LUMO ... 10.7 eV
Calculated total energy ... -73225.372 eV

Atomic partial charges in e from the Löwdin method, atoms 1 to 8: -0.029, -0.411, -0.033, -0.127, -0.225, -0.014, 0.597, -0.226

---

2.
ORCA calculation (ωB97M-V with the def2-TZVPD basis set) on C21H24N6O3 as an isolated structure.

```
54
Properties=species:S:1:pos:R:3:forces:R:3
O 1.790 0.893 2.012 0.2 0.7 -1.5
C 1.358 1.426 0.976 0.3 0.8 2.1
N 0.152 1.094 0.504 -3.4 -2.0 -0.1
C -0.716 1.600 -0.555 2.7 -3.9 -4.8
H -1.143 2.423 -0.346 -2.7 6.3 2.4
C -1.985 0.646 -0.897 -0.9 6.7 4.6
N -2.885 0.342 0.342 4.4 1.4 -7.4
C -4.121 0.215 -0.121 -2.3 -2.6 3.0
N -4.878 -0.044 1.002 3.0 0.6 1.1
C -6.064 -0.377 0.902 -6.3 0.6 1.2
C -6.755 -0.134 -0.325 -0.2 -1.7 -3.7
C -5.958 0.048 -1.511 5.0 -1.1 13.1
N -4.547 0.026 -1.369 -1.3 1.8 0.0
H -6.192 0.062 -2.394 -3.3 0.1 -9.3
H -7.753 -0.560 -0.610 0.6 1.0 1.0
H -6.740 -0.578 1.935 2.0 0.1 -2.9
C -2.139 0.251 1.533 -1.5 6.1 1.5
H -2.755 -0.363 2.174 1.1 -0.8 0.7
C -0.612 0.116 1.255 -1.3 -4.6 3.5
H -0.247 -0.005 2.406 -0.2 0.2 -3.2
H -0.699 -0.981 0.751 1.3 2.3 0.9
H -2.357 1.487 2.129 0.9 -3.3 -1.3
H -1.546 -0.096 -1.297 2.0 -6.1 -3.1
H -2.584 1.265 -1.557 0.1 -0.4 -0.3
H -0.136 1.981 -1.640 -1.4 -1.9 3.0
C 1.891 2.629 0.222 1.1 -1.5 -1.0
H 1.787 2.239 -0.843 0.2 1.7 1.0
C 3.283 3.074 0.617 0.9 -4.0 -1.3
C 4.135 1.697 0.647 4.2 4.3 -4.8
H 4.034 0.979 1.399 -0.5 -0.6 1.0
C 4.213 1.106 -0.857 -0.4 -4.2 3.6
N 3.152 -0.079 -0.987 6.5 0.1 7.5
C 2.191 0.109 -1.746 -5.1 -7.2 -0.1
O 2.010 0.890 -2.538 -1.1 7.8 -6.6
N 1.215 -1.021 -1.788 9.5 8.6 2.8
C 1.272 -1.807 -0.874 -4.5 -14.1 5.4
C 0.221 -2.934 -1.074 11.9 0.2 13.1
C 0.213 -3.951 0.283 -6.8 3.5 -12.6
C 1.241 -4.045 0.943 4.0 0.1 4.6
C 2.177 -3.049 1.007 3.0 -8.8 7.6
C 2.367 -2.206 0.155 -4.4 11.3 -9.2
C 3.247 -1.085 0.208 1.3 -1.2 -4.4
O 4.312 -1.323 0.630 3.2 1.8 2.1
H 3.071 -3.384 1.628 -1.1 1.3 -0.2
H 1.154 -4.836 1.569 1.1 -2.3 2.5
H -0.436 -4.753 0.015 -0.8 -0.5 0.9
H -0.534 -2.957 -1.568 -8.9 0.3 -6.4
H 0.648 -1.013 -2.446 -6.6 0.1 -7.4
H 5.195 0.596 -1.052 -1.0 0.8 0.1
H 3.883 1.741 -1.589 -0.2 1.9 -1.7
H 5.251 2.159 0.652 -2.1 -1.3 0.7
H 3.279 3.287 1.637 0.0 1.4 1.6
H 3.791 3.799 -0.072 -0.7 -0.6 0.9
H 1.249 3.399 0.525 -1.6 1.2 -0.5
```
Positions in Å, forces in eV/Å.

Output
Spin multiplicity ... 1
E_HOMO ... -7.65 eV
Gap between HOMO and LUMO ... 7.6 eV
Energy relative to the best compared isomer or geometry (same formula, charge and spin) ... 423.8 kcal/mol
Calculated total energy ... -37234.190 eV

Atomic partial charges in e from the Löwdin method, atoms 1 to 8: 0.039, -0.455, -0.032, -0.082, 0.030, -0.035, -0.058, -0.382

---

3.
ORCA calculation (ωB97M-V with the def2-TZVPD basis set) on H46LiO23 as an isolated structure.

```
70
Properties=species:S:1:pos:R:3:forces:R:3
Li -0.433 -0.594 0.142 0.1 -0.1 -0.5
O 3.293 2.276 0.050 0.4 -0.6 -0.7
H 3.978 2.941 0.113 0.1 0.3 -0.1
H 2.922 2.228 0.931 -0.6 0.4 0.5
O 1.319 0.080 -0.743 -0.6 0.4 -0.3
H 2.077 -0.444 -0.485 0.5 -0.8 0.3
H 1.505 0.955 -0.401 -0.1 0.5 0.0
O -1.702 1.414 2.793 -0.4 0.8 0.1
H -1.089 0.741 2.497 0.4 -0.8 0.1
H -2.144 1.022 3.546 -0.1 0.0 0.2
O 1.829 3.347 2.076 0.9 -0.5 0.0
H 2.334 3.842 2.721 0.1 0.1 0.2
H 0.925 3.630 2.210 -0.8 0.3 -0.1
O 1.143 2.044 -3.111 0.0 0.3 -0.3
H 1.171 2.769 -3.734 -0.1 0.5 -0.2
H 2.003 2.053 -2.692 0.2 -0.1 0.5
O 0.279 -2.491 -0.090 -0.6 0.0 0.3
H 0.266 -2.925 -0.944 0.0 0.1 -0.7
H 1.075 -2.815 0.331 0.3 0.1 0.2
O -0.745 4.218 2.361 0.0 0.1 0.0
H -1.345 3.498 2.554 -0.2 -0.6 0.2
H -1.313 4.982 2.260 0.1 0.3 -0.1
O -1.124 0.573 -2.434 -0.7 -0.5 -0.4
H -0.390 1.057 -2.813 0.5 0.0 0.1
H -1.235 0.952 -1.562 0.1 0.2 0.4
O 3.257 -1.741 0.220 -0.6 -0.2 0.2
H 3.306 -1.606 1.167 -0.1 -0.1 0.4
H 4.055 -1.339 -0.122 0.6 0.2 -0.5
O -4.425 -2.030 2.008 0.3 0.1 0.3
H -5.251 -1.849 2.455 -0.3 0.2 0.1
H -4.526 -2.919 1.666 0.0 -0.3 -0.2
O -2.945 -0.619 -4.137 -0.7 -0.6 -0.3
H -2.336 -0.693 -3.402 0.3 0.4 0.3
H -2.563 0.055 -4.698 0.1 0.1 0.0
O -0.893 1.754 0.014 1.0 -0.5 0.0
H -0.843 1.681 0.967 -0.2 0.2 0.1
H -1.559 2.424 -0.140 -0.6 0.6 0.0
O 4.652 0.158 -1.354 0.5 -0.5 -0.1
H 4.222 0.811 -0.801 -0.3 0.7 0.4
H 4.024 -0.012 -2.056 -0.1 -0.1 -0.2
O 2.876 -4.021 -2.575 0.7 -0.1 0.2
H 2.272 -3.284 -2.486 -0.3 0.0 -0.1
H 2.312 -4.773 -2.753 -0.2 -0.1 -0.1
O 2.488 0.036 3.545 0.0 0.0 -0.2
H 2.453 -0.294 4.443 -0.1 -0.2 0.3
H 3.327 0.494 3.489 0.2 0.2 -0.1
O 1.518 -0.234 -4.540 0.0 -0.9 -0.3
H 1.403 0.682 -4.287 -0.2 0.3 0.4
H 2.464 -0.374 -4.513 0.3 -0.2 -0.2
O 1.278 -3.174 2.526 0.2 0.2 0.1
H 1.581 -4.071 2.382 0.2 -0.3 -0.1
H 0.639 -3.247 3.235 -0.3 0.0 0.2
O -2.475 -0.605 0.511 0.9 -0.2 -0.1
H -3.252 -0.376 0.001 -0.3 0.4 -0.2
H -2.821 -0.965 1.327 -0.3 -0.2 0.1
O -4.983 0.544 -0.749 0.2 -0.1 0.3
H -5.465 1.316 -1.047 -0.1 0.2 0.0
H -5.096 -0.096 -1.452 -0.1 -0.2 -0.4
O -1.663 -2.542 3.482 0.5 0.1 0.1
H -2.552 -2.225 3.324 -0.5 0.1 -0.2
H -1.783 -3.415 3.857 -0.1 -0.2 0.1
O 0.456 -2.731 -2.951 -0.3 -0.4 0.3
H 0.700 -1.969 -3.476 0.2 0.8 -0.3
H -0.473 -2.865 -3.142 -0.3 -0.1 -0.2
O 0.223 -0.503 2.005 -0.7 0.5 -0.3
H 0.977 -0.080 2.415 0.7 0.3 0.3
H 0.368 -1.439 2.142 0.0 -0.6 0.1
O -2.819 3.584 -0.550 0.1 0.2 0.0
H -3.096 3.424 -1.452 0.0 -0.1 -0.4
H -3.630 3.773 -0.079 -0.2 0.0 0.2
```
Positions in Å, forces in eV/Å.

Output
Spin multiplicity ... 1
E_HOMO ... -12.57 eV
Gap between HOMO and LUMO ... 10.2 eV
Charge ... +1
Energy relative to the best compared isomer or geometry (same formula, charge and spin) ... 0.0 kcal/mol
Calculated total energy ... -48044.494 eV

Atomic partial charges in e from the Löwdin method, atoms 1 to 8: 0.672, -0.043, 0.067, 0.008, -0.084, -0.007, 0.017, -0.034

---

4.
ORCA calculation (ωB97M-V with the def2-TZVPD basis set) on a 2-piece molecular cluster, C3H8N3O2 overall.

```
16
Properties=species:S:1:pos:R:3:forces:R:3
C 1.098 -0.260 1.076 -2.0 0.9 -0.9
C 1.062 -1.504 -1.161 -3.1 0.7 2.2
C 0.264 -0.522 -0.246 0.4 0.1 1.9
N -3.920 1.929 2.030 1.0 0.4 -2.9
N 0.158 0.780 -0.908 0.9 -0.8 -1.7
N -0.803 1.553 -0.614 -0.3 0.9 -0.5
O -3.650 2.126 0.979 -0.6 -0.4 2.7
O -1.516 1.220 0.338 0.1 0.1 0.0
H 2.123 -0.116 0.840 0.9 0.3 -0.3
H 0.677 0.655 1.524 0.4 -0.5 0.2
H 1.047 -1.069 1.763 -0.3 -0.7 0.5
H 2.025 -1.441 -0.776 1.9 -0.3 0.0
H 0.939 -1.097 -2.124 0.2 -0.5 -1.6
H 0.615 -2.479 -0.950 0.4 -0.1 -0.8
H -0.838 -0.684 0.053 1.8 -0.7 -0.7
H 0.721 0.908 -1.823 -1.5 0.6 2.0
```
Positions in Å, forces in eV/Å.

Output
Spin multiplicity ... 1
E_HOMO (alpha / beta) ... -14.58 / -13.18 eV
Gap between HOMO and LUMO (alpha / beta) ... 7.9 / 5.2 eV
Charge ... +1
Energy relative to the best compared isomer or geometry (same formula, charge and spin) ... 154.9 kcal/mol
Calculated total energy ... -11792.786 eV

Atomic partial charges in e from the Löwdin method, atoms 1 to 8: -0.028, 0.000, -0.343, 0.376, 0.023, -0.023, 0.231, -0.052

---

5.
ORCA calculation (ωB97M-V with the def2-TZVPD basis set) on C4H11N5O as an isolated structure.

```
21
Properties=species:S:1:pos:R:3:forces:R:3
C 0.236 -1.873 -0.573 -0.6 -1.3 2.0
C 0.915 0.366 -0.939 -0.1 1.4 -0.9
C 0.015 0.892 0.106 -0.5 -1.0 0.1
C -1.109 -0.077 0.640 1.8 -0.5 -0.7
N -0.708 -1.539 0.229 -0.8 1.2 -0.6
N 1.079 -0.966 -1.040 0.5 -1.3 -1.5
N 1.487 1.204 -1.783 -0.5 -1.6 0.8
N 1.253 0.806 0.873 0.4 1.0 3.5
N -2.424 0.273 0.430 1.0 -0.6 1.6
O -0.936 -0.325 1.961 1.4 -2.6 -0.2
H 0.511 -2.927 -0.751 -0.5 0.5 0.0
H -0.396 1.864 -0.044 -0.2 0.8 -0.3
H -1.275 -2.127 0.830 0.3 -1.0 -0.5
H 1.774 -1.445 -1.585 0.8 0.8 -0.6
H 1.276 2.147 -1.799 -1.2 2.3 0.3
H 2.374 1.113 -2.176 1.8 -1.2 -1.0
H 1.101 0.428 1.893 0.4 0.6 -2.5
H 1.812 1.702 0.911 -1.0 -1.3 0.0
H -2.833 0.559 -0.388 -0.4 1.2 -2.8
H -2.974 -0.478 0.769 -1.1 -0.5 0.8
H -1.178 0.404 2.436 -1.5 3.1 2.5
```
Positions in Å, forces in eV/Å.

Output
Spin multiplicity ... 1
E_HOMO ... -18.70 eV
Gap between HOMO and LUMO ... 10.1 eV
Charge ... +2
Energy relative to the best compared isomer or geometry (same formula, charge and spin) ... 38.2 kcal/mol
Calculated total energy ... -13806.348 eV

Atomic partial charges in e from the Löwdin method, atoms 1 to 8: 0.000, -0.258, -0.117, -0.491, 0.226, 0.179, 0.295, 0.138